No. 1
C26H40F5NO5P | wB97M-V/def2-TZVPD

Each line ends with the Löwdin charge.
Cartesian coordinates (Å):
1 H 1.617 1.661 -0.055  0.127
2 H -1.287 -3.706 -7.571  0.118
3 F -0.661 1.857 0.564  0.143
4 F -1.644 -0.449 3.016  0.192
5 C -2.932 -0.775 -3.075  -0.279
6 O -3.196 -0.090 -6.470  -0.179
7 C 0.816 0.401 5.013  -0.206
8 C -2.230 0.972 -6.431  -0.246
9 H 2.256 -1.184 5.254  0.100
10 H -2.918 -3.938 -6.951  0.114
11 H -4.010 -0.907 -3.152  0.111
12 H -0.422 1.606 -7.376  0.082
13 H 2.284 2.864 1.438  0.125
14 C 0.924 -0.296 -0.690  -0.161
15 C -0.479 0.777 5.358  -0.023
16 C -0.438 1.182 1.715  -0.345
17 C -2.781 -2.570 -8.618  -0.074
18 H -2.914 -3.327 -9.391  0.083
19 H 1.194 2.365 4.340  0.117
20 F -0.588 2.094 2.700  0.149
21 C 4.759 3.633 1.447  -0.031
22 F -2.754 0.945 1.803  0.190
23 H -2.750 0.228 -2.676  0.115
24 C 2.064 1.101 2.747  -0.264
25 H -2.940 1.316 5.831  0.077
26 C 1.035 -0.921 1.988  0.055
27 H 4.487 3.790 0.404  0.089
28 F -1.708 -0.677 0.846  0.168
29 O -2.310 -0.833 -4.356  -0.221
30 H 0.810 -2.242 -1.424  0.065
31 H 5.821 3.774 1.635  0.092
32 H -3.749 -2.099 -8.432  0.077
33 H -0.060 -0.014 -1.049  0.098
34 C 2.985 -0.130 2.857  -0.066
35 H -0.349 -0.045 -6.760  0.077
36 H 2.398 -2.230 2.774  0.195
37 C 1.672 1.392 4.242  -0.074
38 C -1.643 0.203 1.853  -0.536
39 C 2.777 2.411 2.299  -0.083
40 H -1.272 -1.615 -1.996  0.036
41 H 2.534 -1.618 -1.180  0.075
42 C -1.319 -0.040 6.097  -0.265
43 H -2.111 -1.797 -8.995  0.069
44 P -3.129 -1.429 -5.641  0.459
45 H -3.421 -0.329 6.121  0.086
46 H -1.256 0.296 -8.233  0.073
47 H -2.821 0.659 7.495  0.089
48 H 4.867 2.877 3.751  0.102
49 O 4.942 2.062 3.242  -0.032
50 O -1.923 -2.221 -6.345  -0.192
51 C -2.712 0.439 6.436  -0.030
52 C -2.225 -3.197 -7.355  -0.262
53 H 3.528 -0.261 3.788  0.136
54 H 0.805 -2.632 6.517  0.109
55 N 2.117 -1.285 2.547  0.176
56 H -0.830 1.753 5.049  0.117
57 H 2.642 0.316 0.328  0.124
58 H -2.748 1.832 -6.857  0.122
59 C 0.976 0.556 1.746  -0.168
60 C -2.331 -1.821 -2.161  -0.066
61 H -1.481 -1.925 7.131  0.122
62 C 4.277 2.285 1.992  -0.411
63 H 2.624 1.484 4.771  0.133
64 C 1.248 -0.843 5.460  -0.067
65 H -2.841 -1.837 -1.197  0.072
66 H -1.980 1.247 -5.410  0.110
67 O -4.076 -2.377 -5.041  -0.207
68 H 3.790 -0.206 2.120  0.132
69 H 2.697 3.148 3.096  0.123
70 C 0.421 -1.673 6.194  -0.067
71 C 1.466 -1.434 -1.121  0.045
72 H 4.245 4.416 2.015  0.089
73 C 1.595 0.630 0.294  -0.095
74 C -0.859 -1.274 6.529  -0.033
75 H -2.397 -2.812 -2.610  0.087
76 C -0.993 0.685 -7.250  -0.066
77 H 4.517 1.471 1.313  0.132
78 H 0.297 -1.666 1.719  0.168

Force components x, y, z for each atom (eV/Å):
-0.261 0.044 0.147
0.062 0.082 0.105
0.209 -0.180 -0.047
0.390 -0.171 -0.300
0.049 -0.053 0.184
-1.756 -0.692 -0.379
-0.346 0.099 -0.096
0.128 0.826 -0.343
0.047 0.039 0.097
-0.021 0.076 0.078
0.007 -0.075 -0.075
-0.064 0.035 -0.010
-0.119 -0.086 0.024
-0.034 0.153 0.046
0.258 0.094 -0.012
-0.288 0.037 0.255
-0.081 0.174 0.101
0.000 -0.024 0.023
-0.049 -0.007 -0.253
0.200 -0.117 0.015
-0.440 0.028 0.178
0.222 -0.177 0.036
0.014 0.010 -0.047
0.245 0.402 1.322
-0.061 0.161 0.253
-0.625 -0.706 0.483
0.233 -0.067 -0.076
0.402 -0.006 0.256
0.034 0.106 -0.464
0.139 0.270 -0.968
0.094 -0.186 -0.362
-0.018 -0.066 -0.028
-0.319 -0.365 0.609
1.189 -0.650 -0.818
-0.033 -0.043 -0.007
-0.268 -0.139 -0.135
-0.551 -0.417 0.313
-1.130 0.675 -0.044
0.121 -0.661 -0.900
-0.011 0.031 -0.003
0.023 -0.175 0.802
-0.444 0.327 0.371
0.054 -0.058 -0.034
3.872 -0.344 2.916
-0.146 0.000 0.328
-0.028 0.093 -0.030
-0.112 -0.007 0.006
0.096 0.012 0.042
0.018 -0.827 -0.270
-0.458 0.263 -0.246
0.269 -0.289 -0.709
-0.012 -0.286 -0.261
-0.455 0.083 0.267
-0.067 -0.012 0.082
0.125 1.102 0.385
-0.094 -0.009 0.037
-0.006 0.043 0.321
-0.156 -0.146 -0.067
0.664 -0.145 -0.729
0.104 -0.123 0.016
-0.106 0.039 -0.028
-0.124 1.586 0.745
0.112 0.057 -0.205
0.433 -0.030 -0.285
-0.019 0.015 -0.014
-0.064 -0.341 0.131
-1.637 0.808 -1.693
-0.130 0.351 -0.157
-0.035 -0.023 0.027
0.153 -0.191 0.088
-0.245 -0.110 0.097
0.053 0.049 -0.028
0.619 0.197 -1.070
0.092 -0.101 -0.094
-0.150 0.021 -0.038
0.142 -0.316 0.163
0.140 -0.072 0.099
-0.050 0.106 -0.120

Computed properties:
- charge = +1
- 2S+1 = 1
- frontier orbital gap (eV) = 7.93

No. 2
C26H41As3BN6Tc | wB97M-V/def2-TZVPD

Each line ends with the Löwdin charge.
Cartesian coordinates (Å):
1 H 4.344 6.457 2.272  0.124
2 H -0.036 1.442 2.793  0.055
3 N -0.463 1.553 -0.608  -0.114
4 H -1.766 4.478 -0.084  0.057
5 As -1.126 -1.266 -1.644  1.111
6 H -0.295 -2.693 2.606  0.109
7 C 1.485 4.121 -2.460  -0.101
8 N 2.871 2.291 0.173  0.058
9 H 2.631 7.823 -1.415  0.133
10 H -3.240 3.114 0.044  0.060
11 H 4.707 0.700 -0.122  0.163
12 H -0.033 -2.124 -3.823  0.032
13 H -4.730 -3.945 2.879  0.024
14 C -5.139 -3.554 -0.081  -0.329
15 H 1.706 -1.054 3.581  0.067
16 H 3.848 8.281 0.673  0.131
17 C -5.201 -2.963 2.822  -0.323
18 H -0.900 0.071 3.520  0.067
19 H -2.088 -4.267 2.511  0.105
20 H -6.226 -3.619 -0.053  0.036
21 C -1.659 -2.832 0.931  -0.673
22 H -4.840 -3.364 -1.110  0.006
23 C -2.714 -1.840 1.429  -0.387
24 C 3.444 4.936 1.082  -0.003
25 As 0.403 -0.614 1.471  1.149
26 H -6.282 -3.095 2.833  0.036
27 H 2.839 -4.598 -1.999  0.137
28 C -0.657 0.570 2.583  -0.219
29 B -2.287 3.510 -0.575  -0.342
30 C 2.438 5.714 -0.991  -0.155
31 C 3.073 -3.604 -1.645  0.016
32 C 3.726 0.285 -0.328  -0.021
33 Tc 0.847 0.164 -0.830  1.216
34 C 3.808 6.233 1.359  -0.019
35 As -4.708 -2.081 1.151  1.137
36 H -0.956 -3.681 -0.915  0.086
37 H -1.117 -4.921 1.188  0.101
38 C -2.835 -0.354 -1.837  -0.249
39 H 0.955 3.943 -3.388  0.151
40 N 1.813 3.094 -1.733  0.106
41 C -1.043 -2.093 -3.417  -0.233
42 H -2.620 -3.124 -0.967  0.072
43 H -4.739 -4.508 0.263  0.016
44 C 4.377 -3.247 -1.333  0.034
45 H -2.731 0.393 -2.625  0.051
46 C 2.061 -2.671 -1.500  -0.111
47 H 5.619 -1.633 -0.630  0.145
48 C 1.996 -0.816 2.558  -0.225
49 H 1.042 -2.935 -1.744  0.070
50 C 2.754 4.649 -0.100  -0.081
51 H 1.504 6.145 -2.768  0.186
52 H -1.564 0.902 2.086  0.032
53 C -0.292 -2.450 1.539  -0.291
54 C 2.833 7.026 -0.711  0.018
55 H 5.179 -3.965 -1.439  0.144
56 H -2.674 3.779 -1.682  0.060
57 C -1.622 -2.872 -0.600  -0.298
58 C 3.555 -1.073 -0.771  -0.255
59 H -2.841 -4.657 0.959  0.073
60 N 2.273 -1.417 -1.079  -0.077
61 H -1.658 -1.511 -4.102  0.051
62 H 2.557 0.118 2.564  0.043
63 C 3.515 7.276 0.452  -0.008
64 C 2.436 3.313 -0.537  -0.284
65 H -1.436 -3.108 -3.372  0.056
66 H 0.498 -3.063 1.085  0.084
67 H -2.491 -0.856 1.002  0.005
68 H -3.147 0.153 -0.926  0.024
69 H -3.595 -1.074 -2.138  0.055
70 H 2.634 -1.613 2.176  0.044
71 H 3.702 4.126 1.748  0.116
72 N 1.766 5.394 -2.136  0.158
73 C -1.273 2.401 -0.616  -0.157
74 H -2.645 -1.756 2.518  0.074
75 C -1.947 -4.254 1.430  -0.030
76 N 2.669 1.029 -0.247  -0.176
77 C 4.619 -1.958 -0.884  0.050
78 H -4.916 -2.364 3.684  0.027

Force components x, y, z for each atom (eV/Å):
-0.001 0.020 -0.033
0.018 -0.019 0.005
0.552 -0.604 -0.013
0.203 -0.046 0.149
-1.504 -0.894 -0.335
0.038 0.229 0.051
-0.030 0.824 -0.106
0.060 0.479 0.972
-0.073 -0.006 0.002
0.012 -0.203 0.232
-0.063 0.061 0.079
-0.007 -0.019 0.041
-0.071 -0.007 0.153
0.507 -0.245 0.349
-0.250 -0.019 -0.062
-0.037 -0.001 0.012
0.363 -0.382 -0.157
0.081 -0.221 -0.085
-0.030 0.021 0.000
-0.006 0.083 -0.004
-0.036 0.544 0.272
-0.015 0.045 -0.023
-0.168 -0.639 -0.179
0.103 0.287 0.088
-0.398 -0.717 1.553
-0.011 0.053 -0.052
-0.042 0.007 -0.007
0.050 0.505 -0.402
-0.267 0.247 -0.069
0.639 -0.421 1.302
0.022 0.032 0.037
-0.207 0.218 -0.061
0.333 0.450 -0.202
-0.065 0.091 -0.133
-0.591 1.002 -0.105
0.024 0.086 -0.117
-0.017 -0.047 0.029
0.216 0.524 0.080
0.037 0.198 -0.018
-0.106 -0.554 0.328
0.496 0.125 -0.223
0.043 0.089 -0.105
-0.088 -0.058 -0.166
-0.236 -0.149 -0.077
0.009 -0.008 0.003
-0.109 -0.259 -0.177
-0.017 0.036 0.013
0.491 0.206 -0.416
0.008 -0.041 -0.016
-0.269 0.574 -0.703
-0.011 -0.229 0.027
-0.004 -0.086 -0.010
0.081 -0.340 -0.608
-0.139 -0.192 -0.197
0.056 0.036 0.013
0.176 -0.179 -0.289
0.406 -0.153 0.283
0.170 -0.482 0.068
0.016 0.036 0.055
0.279 -0.134 -0.012
-0.013 0.083 0.096
-0.050 0.020 0.010
0.167 -0.338 0.412
0.121 -0.469 -0.335
-0.032 0.032 0.172
0.073 0.070 0.079
-0.111 0.063 0.055
0.010 -0.089 0.039
0.123 -0.148 0.050
-0.071 -0.020 -0.034
0.003 0.016 0.050
-0.545 -0.612 -1.036
-0.709 0.886 0.081
0.023 0.082 -0.013
0.119 -0.056 -0.106
0.438 0.339 -0.547
-0.168 0.316 0.034
0.007 0.070 -0.039

Computed properties:
- charge = +3
- 2S+1 = 4
- energy relative to the best compared isomer or geometry (same formula, charge and spin) (eV) = 0.814
- frontier orbital gap (spin up / spin down) (eV) = 4.03 / 3.27

Question: Which of these has the highest charge?
Answer: C26H41As3BN6Tc

Question: Which formula does entry 2 have?
Answer: C26H41As3BN6Tc